DFT (ωB97M-V/def2-TZVPD) results for 10 unconnected molecules or ions with the total composition H22O11 at a distorted geometry.

```
33
Properties=species:S:1:pos:R:3:nbo_charge:R:1
H -0.480 0.157 0.331 0.46
H 0.122 0.272 -1.060 0.47
H -0.857 2.711 3.898 0.47
H -1.516 1.555 3.163 0.48
H -2.533 -1.537 -1.983 0.47
H -1.332 -2.363 -1.554 0.47
H -2.836 -3.610 0.454 0.47
H -2.627 -5.106 0.625 0.47
H 0.689 1.675 3.321 0.47
H 2.063 1.780 3.964 0.46
H -3.607 3.760 -1.714 0.44
H -2.212 3.275 -1.352 0.46
H -1.327 2.341 -2.709 0.44
H -2.562 1.455 -2.721 0.47
H 0.907 -0.717 -2.101 0.47
H 0.494 0.403 -3.041 0.49
H 2.896 -1.968 -1.269 0.46
H 3.741 -3.145 -1.725 0.47
H 2.724 -1.744 2.390 0.47
H 1.641 -1.618 1.331 0.46
H 3.086 1.187 0.848 0.46
H 3.922 1.749 1.987 0.46
O -0.632 0.559 -0.532 -0.97
O -1.133 2.428 3.019 -0.93
O -1.946 -2.238 -2.286 -0.94
O -2.148 -4.285 0.466 -0.94
O 1.525 1.203 3.409 -0.94
O -3.034 2.986 -1.765 -0.92
O -2.235 2.306 -3.033 -0.89
O 1.160 0.169 -2.386 -0.93
O 2.837 -2.902 -1.497 -0.93
O 2.196 -2.268 1.777 -0.93
O 3.014 1.531 1.745 -0.93
```

Calculated values
highest occupied orbital energy	-6.707	eV
LUMO energy	-0.05	eV
energy relative to the best compared isomer or geometry (same formula, charge and spin)	8.323	eV
calculated total energy	-840.57427	a.u.
gap between HOMO and LUMO	6.660	eV

=====

DFT (ωB97M-V/def2-TZVPD) results for 11 unconnected molecules or ions with the total composition H22O11 at a distorted geometry.

```
33
Properties=species:S:1:pos:R:3:nbo_charge:R:1
O -0.831 -0.116 -0.854 -0.91
H 0.103 -0.162 -0.681 0.47
H -1.184 -0.943 -0.395 0.44
O -3.708 2.457 -0.348 -0.93
H -2.671 2.395 -0.299 0.47
H -3.851 2.748 0.544 0.45
O 2.162 2.051 -0.276 -0.92
H 2.759 1.323 -0.022 0.45
H 2.513 2.442 -0.985 0.47
O 3.990 -1.724 1.958 -0.92
H 3.561 -2.383 1.303 0.47
H 3.567 -0.902 1.699 0.46
O 1.372 -3.227 -2.268 -0.92
H 2.211 -2.971 -1.890 0.45
H 1.053 -2.507 -2.674 0.46
O -0.823 -1.036 3.529 -0.90
H -1.575 -1.545 3.178 0.45
H -0.850 -0.355 2.921 0.46
O -3.166 -1.885 0.867 -0.91
H -2.511 -1.763 0.227 0.45
H -2.849 -1.562 1.730 0.45
O 4.999 -0.807 -1.327 -0.93
H 5.027 -0.600 -0.385 0.47
H 4.287 -1.463 -1.414 0.45
O 0.273 3.779 -2.390 -0.93
H 0.303 3.199 -3.169 0.46
H -0.243 4.508 -2.724 0.47
O -4.878 -2.215 -1.458 -0.91
H -5.122 -2.697 -0.670 0.46
H -4.363 -2.859 -1.812 0.45
O 0.345 3.045 2.403 -0.94
H -0.628 2.981 2.459 0.47
H 0.730 2.797 3.222 0.47
```

Calculated values
highest occupied orbital energy	-11.238	eV
LUMO energy	-0.66	eV
energy relative to the best compared isomer or geometry (same formula, charge and spin)	4.400	eV
calculated total energy	-840.71844	a.u.
SMILES	O.O.O.O.O.O.O.O.O.O.O
gap between HOMO and LUMO	10.575	eV

=====

DFT (ωB97M-V/def2-TZVPD) results for 11 unconnected molecules or ions with the total composition H22O11.

```
33
Properties=species:S:1:pos:R:3:nbo_charge:R:1
O -0.065 0.660 -1.512 -0.94
H 0.786 1.049 -1.280 0.47
H -0.316 0.160 -0.727 0.48
O 4.022 3.959 -0.337 -0.93
H 3.586 3.170 0.005 0.46
H 3.408 4.297 -0.999 0.47
O -2.547 4.174 -0.332 -0.94
H -3.511 4.186 -0.305 0.47
H -2.284 4.681 0.445 0.47
O -3.606 0.847 2.455 -0.95
H -2.771 1.223 2.754 0.46
H -3.389 0.433 1.611 0.48
O -2.980 0.730 -0.846 -0.98
H -3.361 1.149 -1.626 0.48
H -2.129 1.169 -0.735 0.49
O -0.888 -1.093 0.823 -0.98
H -1.235 -1.481 0.012 0.50
H -0.913 -1.816 1.459 0.49
O 2.117 -1.303 -0.279 -0.92
H 2.180 -2.128 0.216 0.47
H 1.640 -0.710 0.312 0.45
O 4.990 0.036 -0.263 -0.92
H 4.416 0.789 -0.443 0.46
H 5.024 -0.009 0.699 0.46
O 2.772 -2.139 2.199 -0.93
H 1.971 -1.791 1.792 0.45
H 3.484 -1.784 1.656 0.48
O -2.883 -2.655 -0.870 -0.97
H -3.578 -3.278 -1.110 0.48
H -3.360 -1.899 -0.507 0.49
O 0.108 -3.316 -1.540 -0.94
H -0.825 -3.221 -1.761 0.48
H 0.136 -4.088 -0.964 0.46
```

Calculated values
highest occupied orbital energy	-11.070	eV
LUMO energy	-0.16	eV
energy relative to the best compared isomer or geometry (same formula, charge and spin)	2.534	eV
calculated total energy	-840.78702	a.u.
SMILES	O.O.O.O.O.O.O.O.O.O.O
gap between HOMO and LUMO	10.912	eV

=====

DFT (ωB97M-V/def2-TZVPD) results for 11 unconnected molecules or ions with the total composition H22O11 at a distorted geometry.

```
33
Properties=species:S:1:pos:R:3:nbo_charge:R:1
O 0.307 0.177 -0.154 -0.93
H -0.066 -0.266 0.538 0.46
H 0.814 -0.548 -0.496 0.47
O -1.823 -2.031 3.409 -0.95
H -2.441 -2.622 3.859 0.48
H -0.923 -2.033 3.887 0.47
O -0.859 0.371 -3.732 -0.94
H -0.910 0.038 -4.651 0.48
H -1.709 0.629 -3.464 0.46
O -3.588 0.640 -0.502 -0.93
H -3.524 0.540 0.488 0.47
H -3.039 -0.080 -0.666 0.45
O 1.970 2.025 3.568 -0.94
H 1.407 2.193 4.398 0.47
H 2.887 2.095 3.832 0.47
O -2.167 -2.949 -1.565 -0.95
H -3.092 -3.244 -1.377 0.48
H -2.078 -2.815 -2.478 0.47
O 4.266 -0.643 -1.159 -0.93
H 3.560 -0.613 -1.840 0.46
H 5.084 -0.648 -1.658 0.47
O 2.047 -2.831 4.691 -0.93
H 1.707 -3.158 5.519 0.47
H 1.249 -2.523 4.149 0.46
O -2.387 1.865 1.108 -0.96
H -1.593 1.868 0.486 0.51
H -2.302 1.300 1.855 0.47
O 2.511 2.731 -3.782 -0.92
H 3.366 2.493 -4.199 0.46
H 2.212 2.006 -3.351 0.46
O -0.231 2.325 -2.459 -0.93
H -1.020 1.759 -2.440 0.46
H 0.366 1.946 -1.812 0.47
```

Calculated values
highest occupied orbital energy	-10.013	eV
LUMO energy	-0.17	eV
energy relative to the best compared isomer or geometry (same formula, charge and spin)	4.695	eV
calculated total energy	-840.70759	a.u.
SMILES	O.O.O.O.O.O.O.O.O.O.O
gap between HOMO and LUMO	9.847	eV

=====

DFT (ωB97M-V/def2-TZVPD) results for 11 unconnected molecules or ions with the total composition H22O11 at a distorted geometry.

```
33
Properties=species:S:1:pos:R:3:nbo_charge:R:1
O 0.504 0.115 -0.303 -0.95
H 0.414 -0.194 -1.198 0.47
H -0.298 -0.143 0.232 0.48
O 2.422 1.927 1.113 -0.93
H 1.616 1.410 0.976 0.50
H 2.793 1.366 1.732 0.45
O 4.429 1.834 -0.530 -0.94
H 4.040 1.530 0.302 0.47
H 5.235 2.232 -0.255 0.45
O -3.548 -1.962 0.804 -0.98
H -3.536 -1.542 -0.059 0.50
H -2.625 -2.277 1.081 0.48
O -2.037 1.747 -1.492 -0.96
H -1.146 1.978 -1.802 0.49
H -2.023 1.182 -0.657 0.48
O -1.865 3.754 -0.354 -0.92
H -2.526 4.501 -0.603 0.46
H -2.391 3.516 0.440 0.46
O -1.951 -1.103 -1.240 -0.96
H -1.985 -1.792 -1.873 0.46
H -2.294 -0.342 -1.803 0.46
O -2.185 0.765 2.590 -0.96
H -2.438 -0.138 2.452 0.49
H -2.687 1.235 3.179 0.47
O 2.923 -2.423 1.363 -0.95
H 2.606 -3.169 0.910 0.48
H 2.771 -2.527 2.320 0.47
O 2.217 -1.474 -1.242 -0.95
H 3.029 -1.036 -0.779 0.49
H 2.736 -1.953 -1.928 0.46
O -0.680 -2.282 -0.805 -0.91
H -1.124 -3.071 -1.160 0.46
H -0.396 -1.664 -1.413 0.48
```

Calculated values
highest occupied orbital energy	-9.370	eV
LUMO energy	0.05	eV
energy relative to the best compared isomer or geometry (same formula, charge and spin)	7.508	eV
calculated total energy	-840.60420	a.u.
SMILES	O.O.O.O.O.O.O.O.O.O.O
gap between HOMO and LUMO	9.422	eV

=====

DFT (ωB97M-V/def2-TZVPD) results for 11 unconnected molecules or ions with the total composition H22O11 at a distorted geometry.

```
33
Properties=species:S:1:pos:R:3:nbo_charge:R:1
O 0.337 -1.503 0.487 -0.94
H 0.656 -0.764 -0.043 0.46
H 0.573 -1.263 1.390 0.47
O -1.504 2.675 -0.226 -0.92
H -1.397 2.234 0.624 0.44
H -2.157 3.362 -0.053 0.48
O -2.128 -0.774 -0.851 -0.93
H -1.629 -1.273 -1.508 0.46
H -2.437 -1.445 -0.232 0.47
O 3.488 0.445 -2.772 -0.93
H 3.387 1.092 -3.480 0.47
H 2.887 0.755 -2.085 0.46
O -0.017 -4.144 2.661 -0.93
H 0.047 -3.484 3.361 0.46
H -0.576 -3.726 1.996 0.47
O -1.239 2.014 2.767 -0.93
H -2.064 1.872 3.244 0.47
H -1.270 1.374 2.047 0.46
O 0.859 -1.905 -2.466 -0.92
H 0.338 -1.170 -2.123 0.45
H 0.265 -2.662 -2.406 0.48
O 1.873 1.853 3.105 -0.95
H 1.256 1.118 3.196 0.47
H 1.551 2.336 2.337 0.47
O -1.226 2.284 -2.032 -0.90
H -1.144 1.977 -2.942 0.43
H -0.791 1.599 -1.513 0.47
O -0.020 -0.352 3.384 -0.95
H 0.763 -0.911 3.437 0.47
H -0.271 -0.213 4.304 0.49
O -0.217 -0.637 -4.228 -0.96
H -0.225 0.297 -4.467 0.46
H 0.594 -0.742 -3.718 0.48
```

Calculated values
highest occupied orbital energy	-10.204	eV
LUMO energy	-0.44	eV
energy relative to the best compared isomer or geometry (same formula, charge and spin)	5.022	eV
calculated total energy	-840.69559	a.u.
SMILES	O.O.O.O.O.O.O.O.O.O.O
gap between HOMO and LUMO	9.766	eV

=====

Question: Which of these has the lowest gap between HOMO and LUMO?
Answer: number 1

=====

Question: Which of these has the highest energy relative to the best compared isomer or geometry (same formula, charge and spin)?
Answer: number 1

=====

Question: Which value of energy relative to the best compared isomer or geometry (same formula, charge and spin) does entry 2 give?
Answer: 4.400 eV

=====

Question: Look up the energy relative to the best compared isomer or geometry (same formula, charge and spin) of the fourth one.
Answer: 4.695 eV